ORCA calculation (ωB97M-V with the def2-TZVPD basis set) on a 2-piece molecular cluster, C60H68F6N5 overall at a distorted geometry.

Structure (XYZ):
```
139
Properties=species:S:1:pos:R:3:mulliken_charge:R:1
C -3.24569 -3.60481 2.65493 -0.59
C -3.26528 -2.07488 2.69006 1.51
C -3.80341 -1.59683 4.04223 -2.02
C -4.06183 -1.55007 1.50597 0.40
C -5.41092 -1.23481 1.66414 -0.45
C -6.24246 -1.14261 0.55397 -1.21
C -5.71159 -1.29156 -0.72318 -0.48
C -4.36076 -1.58877 -0.91086 0.08
C -3.91196 -1.95772 -2.32842 2.79
C -3.88190 -0.74688 -3.25822 -1.55
C -4.78262 -3.06763 -2.91785 -1.66
C -3.51223 -1.59289 0.20727 -0.98
N -2.14660 -2.01433 0.01266 1.51
N -2.00907 -3.29624 -0.42082 -1.61
N -0.67604 -3.53462 -0.43874 2.13
C -0.19144 -4.59381 -1.27193 -0.26
C 0.60713 -4.28735 -2.39310 -0.61
C 0.51621 -2.91557 -3.07553 1.87
C -0.50057 -2.90874 -4.21730 -1.68
C 1.87423 -2.40313 -3.53842 -2.22
C 1.39558 -5.31202 -2.91336 -0.33
C 1.25348 -6.61089 -2.42917 -1.47
C 0.24975 -6.92718 -1.51081 -0.27
C -0.52468 -5.91208 -0.93857 0.53
C -1.66874 -6.23528 0.02969 1.66
C -1.16124 -6.70507 1.39067 -1.49
C -2.69397 -7.19781 -0.57101 -1.55
C 0.03152 -2.43915 0.03226 -0.90
C 1.46423 -2.54916 0.11460 0.69
C 2.03191 -3.79943 0.49524 -0.91
C 3.39956 -4.00341 0.37333 0.12
C 4.03024 -5.33584 0.68359 0.73
F 5.23789 -5.49178 0.05318 -0.29
F 4.24474 -5.50515 2.02481 -0.27
F 3.24457 -6.38186 0.26996 -0.18
C 4.23404 -2.98307 -0.06371 -1.06
C 3.66898 -1.77549 -0.46737 -0.26
C 4.58136 -0.80872 -1.16871 0.79
F 3.89931 -0.04060 -2.09395 -0.13
F 5.19885 0.06418 -0.31100 -0.31
F 5.56013 -1.46923 -1.86659 -0.29
C 2.32047 -1.49337 -0.27334 -0.33
C -0.88343 -1.41567 0.24737 0.58
C -0.57973 -0.08405 0.54900 -1.14
H -2.87730 -3.97224 1.69157 -0.14
H -2.61563 -4.02269 3.45001 0.40
H -4.26670 -3.99449 2.78404 0.32
H -2.24145 -1.69543 2.57564 0.04
H -3.98908 -0.51731 4.04023 0.42
H -4.73406 -2.11909 4.30589 0.38
H -3.06627 -1.81021 4.82516 0.46
H -5.80588 -1.10882 2.67324 0.37
H -7.31608 -0.98884 0.69031 0.37
H -6.34738 -1.20746 -1.60625 0.34
H -2.89312 -2.34723 -2.24627 -1.56
H -3.18561 0.01708 -2.89037 0.39
H -3.55889 -1.05951 -4.25915 0.41
H -4.88215 -0.29849 -3.34617 0.34
H -4.86915 -3.91084 -2.22210 0.37
H -5.79271 -2.69589 -3.13986 0.37
H -4.34466 -3.43691 -3.85158 0.46
H 0.15310 -2.20218 -2.32265 -0.29
H -1.47291 -3.28462 -3.87219 0.35
H -0.63325 -1.88233 -4.58461 0.41
H -0.15554 -3.54057 -5.04853 0.37
H 2.59869 -2.43771 -2.71514 0.41
H 2.25124 -2.99678 -4.38109 0.42
H 1.78191 -1.35637 -3.86214 0.40
H 2.10961 -5.09606 -3.71332 0.37
H 1.90351 -7.39992 -2.81039 0.41
H 0.06308 -7.96689 -1.22470 0.39
H -2.19225 -5.28319 0.16479 -0.82
H -0.51058 -5.94485 1.84455 0.30
H -2.00099 -6.88760 2.07502 0.45
H -0.58475 -7.63555 1.29062 0.33
H -3.10258 -6.78077 -1.49908 0.37
H -2.24883 -8.17658 -0.78831 0.32
H -3.52583 -7.34231 0.12745 0.43
H 1.37675 -4.59564 0.85697 0.72
H 5.30764 -3.14281 -0.13851 0.61
H 1.89800 -0.50674 -0.48295 1.08
H 0.45951 0.07679 0.78557 -0.10
H -1.35804 0.66163 0.61122 0.40
C 3.52536 2.81998 -4.36356 -0.44
C 2.74220 3.99035 -4.93121 -0.77
N 1.80873 4.57970 -3.99613 0.12
C 0.86961 5.47349 -4.62768 -0.72
C -0.31355 5.83485 -3.74522 -0.76
C 0.14535 6.13054 -2.31964 -0.79
C 0.87190 4.94390 -1.79127 -0.19
C 1.83236 4.34648 -2.65749 0.95
C 2.78011 3.44512 -2.10083 0.37
C 2.50070 2.87498 -0.87504 -0.66
C 1.32746 3.20719 -0.12355 1.01
C 1.05877 2.49161 1.07932 -1.33
C 0.88855 3.23374 2.30157 0.19
C 1.91920 3.20452 3.27808 -1.36
C 2.02083 4.18675 4.24336 0.46
C 0.92348 5.06297 4.47307 0.53
N 0.94481 5.91304 5.54042 0.07
C 1.95751 5.76356 6.56740 -0.64
C 3.33228 5.50914 5.96626 -0.79
C 3.31377 4.35487 4.96544 -0.71
C -0.27016 6.58155 5.96149 -0.61
C -0.99464 7.14836 4.75757 -0.86
C -1.24795 6.08474 3.67979 -0.64
C -0.16978 5.05499 3.56430 0.07
C -0.17570 4.15161 2.51546 -0.70
C 0.59377 4.34560 -0.57225 -0.69
C 3.97622 3.10346 -2.93054 -0.82
H 2.89582 1.92387 -4.36451 0.10
H 4.38066 2.61831 -5.01453 0.43
H 3.43794 4.77341 -5.27740 0.33
H 2.18391 3.67420 -5.82640 0.43
H 1.40904 6.38471 -4.93455 0.36
H 0.52962 5.00599 -5.56247 0.40
H -0.82727 6.69259 -4.18191 0.38
H -1.02469 5.00190 -3.72975 0.37
H 0.80612 7.00974 -2.34698 0.33
H -0.68909 6.35864 -1.65479 0.37
H 3.19844 2.15501 -0.43848 0.61
H 1.47458 1.49209 1.14194 0.56
H 2.72311 2.47052 3.18489 0.46
H 1.96061 6.68213 7.16322 0.39
H 1.71280 4.92374 7.24768 0.29
H 3.67910 6.41100 5.44999 0.31
H 4.04419 5.29746 6.76971 0.37
H 3.55038 3.40007 5.45445 0.43
H 4.11617 4.53690 4.23680 0.31
H -0.93512 5.88974 6.51072 0.29
H 0.02076 7.37796 6.65239 0.41
H -1.93920 7.59826 5.07160 0.38
H -0.37631 7.94225 4.32237 0.30
H -2.21054 5.58398 3.85752 0.38
H -1.36031 6.60488 2.71711 0.28
H -1.02192 4.15100 1.82945 0.76
H -0.22555 4.74290 0.03093 0.15
H 4.47397 2.23173 -2.49259 0.20
H 4.70219 3.93271 -2.95540 0.36
```

Orbital gap = 4.199 eV
Energy = -87072.6297 eV
HOMO energy = -8.3 eV
LUMO = -4.1 eV
Total charge = +1
Energy above the lowest of the compared OMol25 structures with the same formula, charge and spin = 0.0 kcal/mol